Entry 1:
Entry from the Open Molecules 2025 dataset: a molecular structure, C23H40N6O4S3Si2W in a non-equilibrium geometry (ωB97M-V/def2-TZVPD).

Each line ends with the Löwdin charge.
Element x y z (Å)
W1 -0.006 0.132 0.739  1.43
S1 3.897 -6.768 -0.877  0.66
S2 2.860 3.518 -1.301  1.03
S3 1.817 0.675 -0.740  0.71
Si1 1.537 0.368 3.758  0.41
Si2 -1.357 -1.077 3.542  0.43
O1 3.358 -7.538 0.215  -0.29
O2 4.174 -7.361 -2.151  -0.28
O3 -0.622 -6.213 -0.804  0.14
O4 -2.356 -4.920 -0.678  0.13
N1 -0.046 2.080 0.483  -0.29
N2 0.789 3.005 0.093  -0.02
N3 0.321 -1.936 0.072  -0.07
N4 1.006 -4.023 -0.026  0.09
N5 -1.165 -5.138 -0.672  -0.32
N6 -1.972 0.485 -0.015  -0.05
C1 -2.182 0.389 4.341  -0.16
C2 1.772 2.436 -0.603  -1.00
C3 -0.754 -2.724 -0.278  -0.04
C4 -0.335 -3.995 -0.352  -0.10
C5 6.379 -5.676 -1.389  -0.11
C6 2.689 1.340 2.640  -0.19
C7 -2.933 -0.068 -0.779  -0.09
C8 0.328 -0.665 2.663  -0.47
C9 -2.282 1.485 0.851  -0.28
C10 1.888 -5.210 0.096  -0.12
C11 -2.620 -1.847 2.394  -0.16
C12 2.572 -0.810 4.748  -0.16
C13 -4.574 1.284 0.306  0.02
C14 -1.034 2.040 1.423  -0.15
C15 -0.924 -2.381 4.790  -0.15
C16 -3.586 1.873 1.077  0.03
C17 2.704 -5.447 -1.171  -0.19
C18 0.746 1.627 4.869  -0.16
C19 2.758 -2.371 0.605  0.01
C20 -4.241 0.326 -0.654  0.00
C21 1.375 -2.762 0.221  -0.30
C22 4.117 2.506 -2.115  -0.33
C23 5.355 -5.915 -0.285  -0.29
H1 -2.977 -1.204 1.586  0.00
H2 0.035 2.281 4.359  0.03
H3 0.232 1.162 5.713  0.04
H4 3.455 1.802 3.274  0.06
H5 -2.288 -2.798 1.967  0.03
H6 5.981 -5.040 -2.181  0.08
H7 -0.515 -3.278 4.315  0.05
H8 3.213 0.737 1.897  0.01
H9 5.729 -6.565 0.508  0.11
H10 7.263 -5.196 -0.971  0.08
H11 1.265 -6.071 0.285  0.12
H12 -3.493 -2.071 3.017  0.06
H13 -4.995 -0.114 -1.291  0.13
H14 4.080 2.720 -3.181  0.06
H15 2.172 2.165 2.138  0.02
H16 0.799 -1.650 2.573  0.01
H17 -0.194 -2.016 5.517  0.03
H18 6.679 -6.619 -1.841  0.09
H19 -2.633 -0.816 -1.499  0.12
H20 5.083 2.805 -1.714  0.06
H21 2.083 -5.820 -1.987  0.12
H22 2.771 -1.356 0.990  0.03
H23 5.002 -4.983 0.166  0.08
H24 -5.606 1.588 0.430  0.14
H25 -2.062 1.323 3.790  0.01
H26 -1.822 -2.676 5.341  0.06
H27 1.967 -1.363 5.471  0.03
H28 3.951 1.449 -1.938  0.00
H29 -3.812 2.644 1.802  0.14
H30 3.321 -0.245 5.311  0.05
H31 -1.741 -2.356 -0.477  0.10
H32 3.256 -4.567 -1.508  0.10
H33 3.152 -3.034 1.377  0.10
H34 -3.253 0.181 4.420  0.05
H35 1.541 2.258 5.279  0.06
H36 -1.808 0.553 5.351  0.04
H37 2.520 -5.070 0.970  0.13
H38 -1.061 2.774 2.218  0.14
H39 3.426 -2.419 -0.257  0.11
H40 3.102 -1.540 4.128  0.04

Charge: +2
Gap between HOMO and LUMO (alpha / beta) (eV): 6.3 / 6.8



Entry 2:
Entry from the Open Molecules 2025 dataset: a molecular structure, C23H41CeN2P3S in a non-equilibrium geometry (ωB97M-V/def2-TZVPD).

Each line ends with the Löwdin spin population.
Element x y z (Å)
Ce1 0.047 0.801 0.651  1.02
S1 2.394 -1.352 -3.596  0.00
P1 1.001 -0.899 2.876  0.00
P2 -0.347 -1.701 -0.722  0.00
P3 -2.923 0.256 0.819  0.00
N1 -3.432 5.406 5.993  0.00
N2 -0.857 2.572 2.152  0.00
C1 3.779 0.194 -7.093  0.00
C2 -1.835 4.640 2.901  0.00
C3 -2.894 4.822 5.132  0.00
C4 -1.243 2.005 3.325  0.00
C5 -0.756 -1.447 -2.486  0.00
C6 4.698 -1.505 -5.059  0.00
C7 -1.324 -3.162 -0.305  0.00
C8 -4.007 1.573 1.516  0.00
C9 5.567 -1.098 -6.082  0.00
C10 -1.894 2.710 4.341  0.00
C11 -3.342 -1.137 1.944  0.00
C12 1.371 -2.349 -0.649  0.00
C13 0.948 1.762 -1.616  0.00
C14 2.816 -0.944 2.639  0.00
C15 -3.866 -0.147 -0.692  0.00
C16 5.133 -0.188 -7.069  0.00
C17 2.899 -0.229 -6.078  0.00
C18 3.404 -0.949 -4.962  0.00
C19 0.544 -2.655 3.017  0.00
C20 -0.432 1.998 -1.608  0.00
C21 -2.214 4.048 4.118  0.00
C22 -1.181 3.874 1.939  0.00
C23 0.892 -0.364 4.625  0.00
H1 -2.080 5.677 2.705  0.00
H2 1.657 2.424 -1.097  0.00
H3 -0.543 -2.727 3.148  0.00
H4 6.592 -1.481 -6.148  0.00
H5 -1.038 -3.987 -0.972  0.00
H6 3.279 -1.499 3.468  0.00
H7 -5.062 1.342 1.310  0.00
H8 -3.002 -0.894 2.963  0.00
H9 -0.901 4.291 0.954  0.00
H10 5.810 0.182 -7.855  0.00
H11 1.443 0.989 -2.208  0.00
H12 -3.850 1.638 2.602  0.00
H13 -3.535 -1.082 -1.164  0.00
H14 1.131 0.705 4.682  0.00
H15 -1.132 -3.456 0.734  0.00
H16 1.585 -0.931 5.267  0.00
H17 5.009 -2.266 -4.339  0.00
H18 -0.859 2.942 -1.212  0.00
H19 1.832 -0.029 -6.116  0.00
H20 -4.923 -0.227 -0.405  0.00
H21 -0.175 -0.619 -2.918  0.00
H22 0.824 -3.228 2.126  0.00
H23 3.091 -1.415 1.685  0.00
H24 -1.823 -1.197 -2.569  0.00
H25 -3.747 2.532 1.048  0.00
H26 -0.544 -2.364 -3.055  0.00
H27 -2.097 2.248 5.306  0.00
H28 1.675 -2.626 0.373  0.00
H29 -0.133 -0.505 4.986  0.00
H30 -4.433 -1.271 1.959  0.00
H31 -3.752 0.678 -1.411  0.00
H32 3.079 -0.786 -2.496  0.00
H33 3.387 0.811 -7.908  0.00
H34 -2.863 -2.072 1.624  0.00
H35 -1.088 0.931 3.430  0.00
H36 -1.140 1.474 -2.271  0.00
H37 1.445 -3.227 -1.311  0.00
H38 2.073 -1.570 -0.987  0.00
H39 3.212 0.083 2.632  0.00
H40 -2.392 -2.949 -0.431  0.00
H41 1.046 -3.074 3.901  0.00

Charge: +3
Gap between HOMO and LUMO (alpha / beta) (eV): 3.9 / 4.0
Multiplicity: 2



Entry 3:
Entry from the Open Molecules 2025 dataset: a molecular structure, C23H41Cl18O5PS in a non-equilibrium geometry (ωB97M-V/def2-TZVPD).

Each line ends with the Löwdin charge.
Element x y z (Å)
Cl1 -4.462 -2.644 5.422  0.57
Cl2 2.012 -7.615 -0.492  0.53
Cl3 9.258 4.027 -2.695  0.52
Cl4 -7.608 5.194 0.009  0.54
Cl5 -5.755 -8.078 4.936  0.54
Cl6 -4.958 0.145 -1.430  0.67
Cl7 8.897 6.060 -5.410  0.53
Cl8 9.987 7.266 -1.494  0.56
Cl9 7.813 1.915 -6.129  0.55
Cl10 7.787 5.558 0.472  0.53
Cl11 3.093 1.320 -2.311  0.58
Cl12 2.726 -5.972 2.410  0.54
Cl13 0.783 1.248 0.194  0.58
Cl14 -5.619 2.439 -0.322  0.66
Cl15 -2.984 -2.630 -1.751  0.66
Cl16 4.586 0.970 -6.719  0.53
Cl17 -6.665 -4.333 7.389  0.58
Cl18 -3.548 -6.354 2.984  0.55
S1 -1.088 -2.275 3.201  0.31
P1 -1.750 -2.354 1.377  0.25
O1 -1.820 -3.966 0.985  -0.26
O2 -4.912 -3.346 1.415  0.15
O3 -5.806 0.934 1.327  -0.04
O4 -5.726 -1.261 1.909  0.15
O5 -0.664 -1.520 0.472  -0.28
C1 2.242 0.234 0.052  -0.65
C2 7.915 7.326 0.290  -0.66
C3 10.426 5.548 -4.651  -0.67
C4 -5.198 -0.034 1.505  -0.46
C5 8.311 7.728 -1.110  -0.65
C6 10.347 4.144 -4.103  -0.65
C7 -6.310 3.432 -1.634  -0.61
C8 1.163 -6.005 1.553  -0.68
C9 -5.629 -6.307 4.762  -0.71
C10 -6.396 4.894 -1.263  -0.66
C11 -6.534 -2.566 7.206  -0.65
C12 -6.137 -2.171 5.804  -0.65
C13 -4.774 -2.190 1.570  -0.45
C14 -3.684 -0.243 1.391  -0.19
C15 5.404 1.070 -5.138  -0.67
C16 3.391 0.977 -0.586  -0.64
C17 -5.229 -5.898 3.366  -0.66
C18 -2.682 0.903 1.292  -0.02
C19 6.399 2.203 -5.082  -0.66
C20 -3.385 -1.553 1.430  -0.20
C21 -3.761 -0.185 -2.712  -0.58
C22 0.911 -7.334 0.884  -0.66
C23 -3.686 -1.650 -3.071  -0.60
H1 8.250 8.811 -1.214  0.07
H2 -2.501 -4.142 0.308  0.02
H3 -7.287 3.023 -1.883  0.07
H4 -6.699 5.479 -2.132  0.07
H5 6.936 7.741 0.529  0.07
H6 -4.667 -2.056 -3.307  0.08
H7 2.514 -0.071 1.062  0.08
H8 11.333 3.823 -3.767  0.07
H9 -3.179 1.840 0.987  0.06
H10 -7.512 -2.148 7.443  0.07
H11 1.152 -5.186 0.837  0.06
H12 -4.920 -5.945 5.503  0.04
H13 1.979 -0.658 -0.513  0.06
H14 -6.792 -2.623 5.060  0.07
H15 -5.291 -4.815 3.267  0.03
H16 -5.820 -2.203 7.943  0.07
H17 4.295 0.371 -0.535  0.08
H18 -5.878 -6.346 2.616  0.07
H19 -6.193 -1.088 5.695  0.07
H20 4.629 1.227 -4.389  -0.01
H21 -3.043 -1.787 -3.941  0.08
H22 -2.204 0.992 2.287  0.11
H23 -5.439 5.274 -0.913  0.07
H24 -6.609 -5.896 4.999  0.04
H25 5.948 3.148 -5.379  0.07
H26 9.998 3.440 -4.856  0.03
H27 1.025 -8.161 1.581  0.07
H28 5.880 0.111 -4.943  0.07
H29 11.196 5.599 -5.421  0.07
H30 -0.789 -1.690 -0.481  0.04
H31 -2.796 0.190 -2.374  0.08
H32 3.585 1.922 -0.083  0.07
H33 8.629 7.690 1.027  0.07
H34 7.658 7.277 -1.856  0.07
H35 -5.658 3.312 -2.502  0.07
H36 6.777 2.311 -4.065  0.06
H37 0.389 -5.814 2.297  0.07
H38 -1.882 0.670 0.564  0.03
H39 10.672 6.267 -3.874  0.01
H40 -0.103 -7.359 0.487  0.07
H41 -4.067 0.393 -3.583  0.08

Gap between HOMO and LUMO (eV): 7.9